Entry 1:
Below is a molecular structure, C35H32AuN6O5, with properties calculated with the ωB97M-V functional and the def2-TZVPD basis.

Results
Frontier orbital gap (spin up / spin down): 0.25409 / 0.21827 hartree
Max |F|: 0.011 Eh/bohr
E_HOMO (spin up / spin down): -10.28 / -10.36 eV

The geometry in ORCA input format:
```
! wB97M-V def2-TZVPD RIJCOSX def2/J DEFGRID3
* xyz 1 3
Au -0.596 1.307 -0.068
O 4.072 1.406 -0.108
C 4.171 2.749 -0.160
C 5.459 3.280 -0.078
C 5.653 4.643 -0.132
C 4.572 5.516 -0.268
C 3.301 5.000 -0.348
C 3.070 3.616 -0.296
C 1.697 3.107 -0.365
O 1.526 1.828 -0.298
N 0.708 3.995 -0.494
N -0.483 3.371 -0.502
C -1.596 3.998 -0.607
C -2.834 3.202 -0.585
C -4.091 3.774 -0.694
C -5.206 2.952 -0.667
C -5.046 1.581 -0.537
C -3.763 1.072 -0.430
N -2.700 1.869 -0.454
H 3.122 1.183 -0.183
H 6.288 2.594 0.024
H 6.658 5.037 -0.067
H 4.732 6.583 -0.310
H 2.447 5.653 -0.452
H -1.613 5.077 -0.712
H -4.184 4.846 -0.801
H -6.195 3.381 -0.747
H -5.895 0.914 -0.516
H -3.565 0.012 -0.321
C 3.067 -2.004 0.726
O 2.124 -1.787 -0.326
C 1.696 -2.956 -0.916
C 2.400 -3.518 -1.967
C 1.945 -4.683 -2.567
C 0.776 -5.283 -2.119
C 0.052 -4.703 -1.089
C 0.506 -3.538 -0.489
N -0.197 -2.974 0.602
C -0.476 -1.638 0.774
N -0.600 -1.302 2.081
C -0.724 -0.055 2.743
C -0.767 1.167 2.090
C -0.889 2.370 2.755
C -0.995 2.364 4.139
C -0.947 1.162 4.818
C -0.797 -0.044 4.148
O -0.793 -1.144 4.968
C 0.187 -2.163 4.871
N -0.622 -0.803 -0.205
C -0.774 -1.215 -1.557
C 0.105 -0.746 -2.521
C -0.077 -1.072 -3.856
C -1.152 -1.865 -4.221
C -2.052 -2.323 -3.266
C -1.873 -1.994 -1.930
O -2.706 -2.375 -0.917
C -3.792 -3.228 -1.253
H 3.293 -1.032 1.157
H 3.982 -2.450 0.334
H 2.642 -2.663 1.489
H 3.306 -3.030 -2.300
H 2.503 -5.120 -3.383
H 0.420 -6.194 -2.578
H -0.874 -5.151 -0.747
H -0.735 -3.614 1.167
H -0.340 -2.063 2.686
H -0.905 3.307 2.214
H -1.094 3.292 4.683
H -1.008 1.121 5.896
H 0.283 -2.589 5.867
H 1.156 -1.761 4.567
H -0.122 -2.980 4.209
H 0.953 -0.151 -2.204
H 0.622 -0.714 -4.599
H -1.305 -2.130 -5.258
H -2.889 -2.932 -3.574
H -4.296 -3.457 -0.318
H -3.438 -4.152 -1.714
H -4.490 -2.730 -1.930
*
```


Entry 2:
Below is a molecular structure, C35H32BIN8O2PS2Zr, with properties calculated with the ωB97M-V functional and the def2-TZVPD basis.

Results
Frontier orbital gap: 0.26082 hartree
Max |F|: 0.010 Eh/bohr
E_HOMO: -10.82 eV

The geometry in ORCA input format:
```
! wB97M-V def2-TZVPD RIJCOSX def2/J DEFGRID3
* xyz 1 1
Zr -0.365 0.178 -0.520
C -0.607 4.138 1.716
C 0.474 3.264 2.266
N 1.354 3.768 3.106
C 2.322 2.983 3.604
C 2.484 1.654 3.282
C 3.609 0.853 3.887
O 3.146 -0.285 4.602
C 1.568 1.097 2.361
C 1.711 -0.292 1.953
N 1.134 -0.852 0.943
C 1.424 -2.251 0.783
C 2.393 -2.621 -0.143
C 2.712 -3.957 -0.319
C 2.066 -4.925 0.436
C 1.117 -4.560 1.378
C 0.789 -3.221 1.559
I -0.556 -2.706 3.067
C 0.550 1.911 1.868
O -0.340 1.424 1.008
H -0.496 5.141 2.117
H -1.591 3.746 1.981
H -0.559 4.173 0.625
H 3.005 3.461 4.296
H 4.214 1.506 4.520
H 4.268 0.461 3.110
H 2.682 0.007 5.394
H 2.353 -0.909 2.579
H 2.878 -1.852 -0.731
H 3.464 -4.239 -1.043
H 2.315 -5.969 0.307
H 0.640 -5.312 1.991
C 3.170 2.752 -1.774
C 2.433 2.064 -0.820
N 1.409 1.418 -1.392
N 1.477 1.691 -2.716
C 2.519 2.485 -2.967
B 0.426 1.102 -3.676
N -0.944 1.657 -3.247
C -1.855 2.280 -3.990
C -2.926 2.639 -3.189
C -2.582 2.172 -1.933
N -1.375 1.590 -1.961
N 0.453 -0.439 -3.518
C 0.580 -1.355 -4.477
C 0.522 -2.618 -3.909
C 0.338 -2.376 -2.559
N 0.307 -1.060 -2.314
H 4.045 3.358 -1.622
H 2.599 2.006 0.242
H 2.726 2.808 -3.973
H 0.654 1.405 -4.806
H -1.684 2.433 -5.043
H -3.821 3.158 -3.479
H -3.130 2.231 -1.006
H 0.695 -1.050 -5.503
H 0.581 -3.570 -4.406
H 0.211 -3.083 -1.755
S -2.916 -1.009 -3.580
P -3.202 -2.020 -1.954
S -2.335 -1.223 -0.204
C -2.577 -3.723 -2.017
C -2.735 -4.403 -3.224
C -2.317 -5.718 -3.340
C -1.736 -6.363 -2.256
C -1.578 -5.690 -1.054
C -1.999 -4.373 -0.931
C -4.934 -2.161 -1.456
C -5.898 -1.396 -2.100
C -7.227 -1.496 -1.712
C -7.589 -2.357 -0.689
C -6.625 -3.125 -0.045
C -5.299 -3.028 -0.427
H -3.170 -3.890 -4.074
H -2.443 -6.241 -4.279
H -1.409 -7.390 -2.349
H -1.129 -6.190 -0.206
H -1.871 -3.853 0.010
H -5.601 -0.736 -2.905
H -7.980 -0.904 -2.215
H -8.626 -2.436 -0.391
H -6.909 -3.801 0.750
H -4.549 -3.631 0.073
*
```


Entry 3:
Below is a molecular structure, C35H32Cl2N5O2PbS2 at a distorted geometry, with properties calculated with the ωB97M-V functional and the def2-TZVPD basis.

Results
Frontier orbital gap: 0.17440 hartree
Energy above the lowest of the compared OMol25 structures with the same formula, charge and spin: 11.74 kcal/mol
Max |F|: 0.070 Eh/bohr
E_HOMO: -9.11 eV

The geometry in ORCA input format:
```
! wB97M-V def2-TZVPD RIJCOSX def2/J DEFGRID3
* xyz 1 1
Pb 13.228 7.018 14.428
S 11.456 5.406 12.490
C 12.298 3.943 12.521
N 11.690 2.870 11.958
C 12.306 1.509 11.878
C 13.300 1.259 13.043
N 13.858 2.440 13.674
C 14.860 2.152 14.762
C 14.329 2.353 16.153
C 12.992 2.722 16.437
C 12.625 3.039 17.737
C 13.549 2.925 18.776
C 14.779 2.339 18.497
C 15.174 2.055 17.186
C 13.592 3.688 13.254
S 14.752 4.936 13.455
C 10.388 3.011 11.240
C 9.124 3.078 12.086
C 9.024 2.571 13.398
C 7.765 2.464 14.018
C 6.651 2.815 13.268
C 6.777 3.485 12.026
C 8.022 3.587 11.435
H 12.834 1.395 10.891
H 11.510 0.767 11.951
H 14.024 0.568 12.672
H 12.731 0.768 13.913
H 15.739 2.808 14.544
H 15.209 1.144 14.635
H 12.250 2.976 15.602
H 11.673 3.489 17.853
H 13.276 3.125 19.827
H 15.447 1.983 19.278
H 16.195 1.693 17.025
H 10.363 2.121 10.571
H 10.470 3.935 10.600
H 9.949 2.303 13.903
H 7.679 2.185 15.029
H 5.667 2.689 13.663
H 5.921 3.892 11.451
H 8.160 3.905 10.412
N 17.712 7.808 15.735
C 17.094 9.039 15.958
C 15.870 9.025 15.335
N 15.721 7.806 14.746
C 16.856 7.129 14.984
H 18.682 7.567 15.764
H 17.578 9.750 16.630
H 15.202 9.837 15.195
H 17.117 6.127 14.558
Cl 11.957 10.877 15.684
C 10.259 10.633 15.621
C 9.478 11.452 14.812
C 8.179 11.030 14.472
C 7.647 9.861 15.033
C 8.356 9.225 16.053
Cl 7.460 7.994 16.952
C 9.713 9.568 16.337
N 10.502 8.842 17.212
C 11.136 9.246 18.373
C 10.981 10.602 18.866
C 11.541 10.925 20.069
C 12.129 9.964 20.936
C 12.214 8.649 20.489
C 11.834 8.270 19.204
C 12.215 6.862 18.838
C 12.272 6.535 17.325
O 11.167 6.202 16.824
O 13.419 6.595 16.710
H 9.957 12.292 14.347
H 7.628 11.486 13.660
H 6.650 9.497 14.780
H 10.295 7.803 17.198
H 10.346 11.256 18.289
H 11.639 12.040 20.341
H 12.615 10.221 21.881
H 12.659 7.889 21.165
H 11.472 6.122 19.236
H 13.214 6.620 19.262
*
```


Entry 4:
Below is a molecular structure, C35H32P at a distorted geometry, with properties calculated with the ωB97M-V functional and the def2-TZVPD basis.

Results
Frontier orbital gap: 0.22692 hartree
Energy above the lowest of the compared OMol25 structures with the same formula, charge and spin: 24.62 kcal/mol
Max |F|: 0.056 Eh/bohr
E_HOMO: -10.38 eV

The geometry in ORCA input format:
```
! wB97M-V def2-TZVPD RIJCOSX def2/J DEFGRID3
* xyz 1 1
C -4.773 -0.165 4.719
C -4.129 -0.791 3.512
C -4.850 -0.977 2.330
C -4.306 -1.742 1.293
C -3.000 -2.270 1.377
C -2.451 -3.017 0.240
C -1.051 -2.943 0.022
C -0.395 -3.310 -1.130
C 1.031 -3.288 -1.244
C 1.664 -3.482 -2.498
C 3.029 -3.690 -2.580
C 3.822 -3.657 -1.423
C 5.284 -3.941 -1.498
C 3.240 -3.319 -0.196
C 1.874 -3.113 -0.104
C -2.269 -2.020 2.557
C -2.816 -1.247 3.583
H -4.049 -0.116 5.540
H -5.102 0.856 4.478
H -5.656 -0.702 5.115
H -5.857 -0.562 2.245
H -4.921 -1.961 0.410
H -3.065 -3.107 -0.700
H -0.434 -2.435 0.769
H -0.991 -3.539 -2.019
H 1.055 -3.505 -3.403
H 3.523 -3.862 -3.541
H 5.759 -3.829 -0.518
H 5.459 -4.960 -1.863
H 5.785 -3.259 -2.195
H 3.864 -3.194 0.693
H 1.439 -2.869 0.861
H -1.291 -2.472 2.679
H -2.252 -1.024 4.480
C -8.378 -5.026 -0.070
C -7.661 -4.166 0.769
C -6.269 -4.130 0.688
C -5.565 -4.904 -0.259
P -3.727 -5.021 -0.124
C -3.506 -6.170 1.278
C -2.187 -6.482 1.681
C -1.945 -7.577 2.508
C -3.011 -8.354 2.978
C -4.327 -8.021 2.638
C -4.574 -6.920 1.811
C -3.272 -6.037 -1.591
C -3.214 -5.426 -2.862
C -3.157 -6.196 -4.023
C -3.131 -7.592 -3.936
C -3.136 -8.217 -2.686
C -3.187 -7.445 -1.518
C -6.315 -5.709 -1.142
C -7.707 -5.796 -1.020
H -9.467 -5.072 0.006
H -8.184 -3.535 1.493
H -5.729 -3.514 1.410
H -1.348 -5.901 1.297
H -0.920 -7.841 2.789
H -2.824 -9.203 3.639
H -5.164 -8.621 3.015
H -5.609 -6.700 1.545
H -3.277 -4.343 -2.959
H -3.145 -5.715 -5.002
H -3.082 -8.200 -4.843
H -3.104 -9.313 -2.614
H -3.220 -7.968 -0.560
H -5.827 -6.325 -1.893
H -8.271 -6.468 -1.675
*
```


Entry 5:
Below is a molecular structure, C35H33AuClN4Si2 at a distorted geometry, with properties calculated with the ωB97M-V functional and the def2-TZVPD basis.

Results
Frontier orbital gap (spin up / spin down): 0.29421 / 0.20142 hartree
Energy above the lowest of the compared OMol25 structures with the same formula, charge and spin: 3.12 kcal/mol
Max |F|: 0.060 Eh/bohr
E_HOMO (spin up / spin down): -10.56 / -10.58 eV

The geometry in ORCA input format:
```
! wB97M-V def2-TZVPD RIJCOSX def2/J DEFGRID3
* xyz 1 3
C -1.669 -0.686 5.372
C -2.406 -0.177 4.260
C -2.183 -1.045 3.162
H -3.043 0.705 4.268
C -1.293 -2.075 3.579
C -0.981 -1.857 4.945
H -0.351 -2.487 5.570
H -1.667 -0.273 6.378
H -2.640 -0.965 2.176
H -0.928 -2.898 2.954
Au 1.200 -0.576 1.616
Si 0.177 -0.199 -2.821
C 0.497 1.290 -3.920
C 1.757 1.583 -4.469
H 2.609 0.936 -4.248
C 1.909 2.692 -5.311
H 2.884 2.899 -5.764
C 0.810 3.526 -5.585
H 0.930 4.387 -6.254
C -0.442 3.240 -5.017
H -1.306 3.877 -5.226
C -0.596 2.124 -4.190
H -1.570 1.898 -3.751
C 0.676 -1.644 -3.912
C 0.122 -1.680 -5.204
H -0.531 -0.868 -5.543
C 0.420 -2.721 -6.092
H -0.017 -2.700 -7.092
C 1.273 -3.764 -5.697
H 1.508 -4.579 -6.388
C 1.807 -3.744 -4.402
H 2.472 -4.548 -4.068
C 1.511 -2.704 -3.515
H 1.954 -2.696 -2.518
H -1.283 -0.331 -2.637
Si 1.113 0.304 -0.673
C 0.075 -1.588 0.043
C -1.318 -1.504 -0.179
H -1.835 -0.540 -0.191
C -2.079 -2.664 -0.348
H -3.164 -2.598 -0.465
C -1.468 -3.918 -0.345
H -2.070 -4.820 -0.432
C -0.084 -4.015 -0.198
H 0.381 -5.006 -0.182
C 0.689 -2.866 -0.053
H 1.762 -2.947 0.132
C -0.272 1.682 -0.282
C -1.277 1.576 0.692
H -1.219 0.782 1.445
C -2.385 2.440 0.720
H -3.200 2.253 1.436
C -2.437 3.538 -0.154
H -3.307 4.205 -0.153
C -1.351 3.762 -1.017
H -1.355 4.636 -1.683
C -0.267 2.868 -1.037
H 0.577 3.082 -1.701
H 2.111 -0.676 -1.195
Cl 2.817 1.599 -0.453
N 0.331 2.402 5.326
C -0.495 3.370 4.787
C -0.548 3.093 3.434
N 0.197 1.987 3.134
C 0.729 1.585 4.290
C 1.564 0.426 4.501
N 1.920 -0.500 3.587
C 2.656 -1.482 4.244
C 2.763 -1.136 5.563
N 2.076 0.059 5.710
H 0.591 2.311 6.309
H -0.958 4.153 5.343
H -1.099 3.614 2.667
H 3.033 -2.353 3.717
H 3.236 -1.609 6.406
H 1.962 0.548 6.594
*
```


Entry 6:
Below is a molecular structure, C35H33ClCoN4Si2 at a distorted geometry, with properties calculated with the ωB97M-V functional and the def2-TZVPD basis.

Results
Frontier orbital gap (spin up / spin down): 0.23903 / 0.26161 hartree
Energy above the lowest of the compared OMol25 structures with the same formula, charge and spin: 17.75 kcal/mol
Max |F|: 0.099 Eh/bohr
E_HOMO (spin up / spin down): -9.23 / -10.87 eV

The geometry in ORCA input format:
```
! wB97M-V def2-TZVPD RIJCOSX def2/J DEFGRID3
* xyz 1 5
C -1.219 1.749 -0.644
C 0.047 2.225 -0.152
C 1.075 1.697 -0.998
H 0.188 2.925 0.664
C 0.459 0.884 -2.000
C -0.959 0.924 -1.792
H -1.713 0.471 -2.425
H -2.197 2.001 -0.250
H 2.139 1.902 -0.917
H 0.980 0.365 -2.799
Co -0.034 0.262 -0.185
Si 6.743 0.026 -0.496
C 7.840 -0.563 0.925
C 8.328 -1.881 1.005
H 8.047 -2.612 0.238
C 9.179 -2.251 2.055
H 9.571 -3.265 2.091
C 9.539 -1.323 3.033
H 10.231 -1.603 3.825
C 9.022 -0.028 2.974
H 9.290 0.704 3.733
C 8.170 0.352 1.934
H 7.750 1.362 1.892
C 7.566 -0.798 -1.948
C 8.880 -0.385 -2.228
H 9.351 0.382 -1.613
C 9.587 -0.925 -3.308
H 10.600 -0.583 -3.531
C 8.983 -1.883 -4.136
H 9.519 -2.275 -5.008
C 7.680 -2.315 -3.854
H 7.199 -3.043 -4.516
C 6.987 -1.785 -2.761
H 5.970 -2.131 -2.578
H 6.825 1.497 -0.514
Si 4.521 -1.554 0.042
C 4.203 -0.503 -1.604
C 4.464 0.875 -1.830
H 4.775 1.572 -1.041
C 4.393 1.422 -3.124
H 4.742 2.442 -3.286
C 3.924 0.659 -4.184
H 3.915 1.066 -5.193
C 3.473 -0.637 -3.934
H 3.069 -1.237 -4.747
C 3.582 -1.198 -2.657
H 3.233 -2.224 -2.510
C 4.501 -0.287 1.492
C 3.895 0.979 1.391
H 3.381 1.282 0.473
C 3.963 1.891 2.451
H 3.588 2.908 2.322
C 4.518 1.502 3.669
H 4.580 2.211 4.491
C 4.980 0.195 3.823
H 5.384 -0.118 4.784
C 4.948 -0.703 2.755
H 5.313 -1.727 2.889
H 4.594 -3.023 0.257
Cl 2.383 -1.858 0.209
N -0.353 -1.547 3.355
C 0.187 -0.408 3.921
C 0.440 0.469 2.918
N 0.042 -0.110 1.713
C -0.426 -1.357 2.004
C -0.821 -2.150 0.874
N -0.680 -1.554 -0.344
C -1.059 -2.491 -1.311
C -1.426 -3.644 -0.671
N -1.269 -3.425 0.690
H -0.671 -2.387 3.827
H 0.330 -0.323 4.989
H 0.885 1.460 2.940
H -1.026 -2.253 -2.364
H -1.772 -4.584 -1.058
H -1.457 -4.069 1.450
*
```


- What is the formula in the fourth record?
  C35H32P